[1]
Below is a 2-piece molecular cluster, C58H59N6O2 overall at a distorted geometry, with properties calculated with wB97M-V/def2-TZVPD.

Last column: Löwdin charge in e.
Positions of all 125 atoms, in Å:
C  4.820  -2.151  -7.798  0.00
N  4.629  -1.539  -6.505  -0.04
C  5.687  -1.228  -5.702  -0.37
O  6.868  -1.440  -5.968  0.10
C  5.131  -0.579  -4.439  -0.15
C  5.553  0.882  -4.295  -0.08
C  7.052  1.072  -4.238  -0.24
C  7.660  2.026  -5.062  -0.04
C  9.052  2.149  -5.086  -0.07
C  9.846  1.327  -4.277  -0.07
C  9.232  0.410  -3.412  -0.07
C  7.839  0.287  -3.388  -0.04
N  3.675  -0.777  -4.608  0.06
C  2.782  -0.461  -3.642  0.04
C  1.399  -0.636  -3.747  -0.07
C  0.475  -0.701  -2.692  0.04
C  -0.923  -0.887  -2.931  -0.20
C  -1.759  -1.355  -1.894  0.01
C  -3.095  -1.624  -2.113  0.01
C  -3.639  -1.501  -3.405  -0.20
C  -4.976  -1.918  -3.697  -0.16
N  -6.059  -2.262  -3.984  0.18
C  -2.838  -0.993  -4.438  -0.01
C  -1.523  -0.629  -4.200  0.01
C  3.310  -1.323  -5.922  -0.46
C  2.555  -0.318  -6.816  0.02
C  2.566  -2.673  -5.841  0.02
H  5.890  -2.192  -8.013  0.10
H  4.402  -3.166  -7.805  0.10
H  4.324  -1.563  -8.580  0.10
H  5.484  -1.155  -3.565  0.16
H  5.143  1.442  -5.151  0.13
H  5.079  1.279  -3.383  0.12
H  7.028  2.645  -5.704  0.11
H  9.518  2.872  -5.760  0.11
H  10.937  1.407  -4.308  0.11
H  9.836  -0.236  -2.771  0.11
H  7.358  -0.437  -2.723  0.11
H  3.222  -0.084  -2.708  0.16
H  1.004  -0.778  -4.759  0.08
H  0.875  -0.794  -1.675  0.14
H  -1.326  -1.504  -0.901  0.09
H  -3.732  -1.921  -1.279  0.13
H  -3.262  -0.865  -5.439  0.13
H  -0.944  -0.152  -4.990  0.12
H  3.248  0.475  -7.139  0.11
H  2.187  -0.846  -7.707  0.10
H  1.706  0.146  -6.307  0.07
H  3.252  -3.442  -5.458  0.11
H  1.692  -2.632  -5.186  0.08
H  2.231  -2.965  -6.846  0.10
C  3.374  -0.649  4.058  -0.05
C  1.880  -0.581  3.938  -0.25
C  1.247  -1.158  2.838  0.01
C  -0.143  -1.272  2.781  -0.18
C  -0.773  -2.101  1.709  -0.01
C  -0.880  -0.598  3.749  -0.15
N  -2.275  -0.434  3.492  0.14
C  -3.282  -1.260  3.949  -0.20
C  -3.101  -2.672  4.258  -0.15
C  -4.046  -3.532  3.659  -0.02
C  -3.808  -4.900  3.637  -0.07
C  -2.693  -5.423  4.306  -0.07
C  -1.821  -4.576  5.005  -0.07
C  -2.014  -3.195  4.992  -0.02
N  -4.445  -0.675  3.827  0.19
N  -4.188  0.586  3.279  0.06
C  -5.153  1.566  3.692  -0.10
C  -5.632  1.566  5.029  -0.18
C  -5.097  0.671  6.103  -0.04
C  -6.672  2.427  5.373  -0.01
C  -7.271  3.281  4.441  -0.25
C  -8.371  4.194  4.892  -0.05
C  -6.802  3.247  3.117  0.01
C  -5.767  2.385  2.726  -0.19
C  -5.359  2.283  1.297  -0.02
C  -2.874  0.643  2.882  -0.01
C  -2.143  1.052  1.625  -0.35
O  -2.301  0.441  0.522  -0.07
C  -1.081  2.047  1.764  -0.19
C  -0.997  2.831  3.007  -0.08
C  -0.086  2.230  0.722  -0.16
C  -0.287  2.024  -0.676  -0.02
C  0.738  2.303  -1.592  -0.12
C  1.957  2.840  -1.171  -0.12
C  2.192  3.002  0.201  -0.10
C  1.201  2.683  1.121  -0.04
C  -0.290  0.002  4.875  -0.20
C  -1.100  0.587  5.994  -0.03
C  1.108  0.017  4.938  0.01
H  3.688  -0.197  5.004  0.08
H  3.734  -1.688  4.040  0.09
H  3.868  -0.124  3.231  0.09
H  1.821  -1.588  2.011  0.12
H  -1.518  -1.534  1.146  0.05
H  0.025  -2.390  1.017  0.08
H  -1.245  -3.016  2.087  0.09
H  -4.921  -3.084  3.182  0.12
H  -4.492  -5.560  3.101  0.11
H  -2.517  -6.503  4.310  0.11
H  -0.976  -4.995  5.553  0.11
H  -1.347  -2.530  5.542  0.11
H  -5.644  0.886  7.026  0.08
H  -5.263  -0.388  5.869  0.08
H  -4.029  0.836  6.302  0.07
H  -7.044  2.442  6.405  0.12
H  -8.364  5.135  4.333  0.08
H  -9.354  3.720  4.771  0.09
H  -8.248  4.406  5.959  0.08
H  -7.270  3.889  2.365  0.13
H  -6.250  2.193  0.658  0.10
H  -4.801  3.173  0.976  0.10
H  -4.706  1.427  1.110  0.06
H  -0.777  3.880  2.768  0.10
H  -1.952  2.816  3.549  0.08
H  -0.197  2.464  3.669  0.07
H  -1.238  1.609  -0.992  0.09
H  0.601  2.101  -2.659  0.09
H  2.732  3.137  -1.894  0.09
H  3.145  3.385  0.564  0.10
H  1.423  2.783  2.187  0.11
H  -0.427  0.884  6.810  0.09
H  -1.649  1.489  5.689  0.08
H  -1.825  -0.123  6.418  0.08
H  1.597  0.491  5.795  0.13

orbital gap = 3.58 eV
ΔE to the lowest compared entry with this formula, charge and spin = 13.12 kcal/mol
HOMO energy = -8.282 eV
charge = +1
lowest unoccupied orbital energy = -4.7 eV


[2]
Below is C3H5IrO2 as an isolated structure at a distorted geometry, with properties calculated with wB97M-V/def2-TZVPD.

Last column: Mulliken spin population.
Positions of all 11 atoms, in Å:
C  -0.300  -1.369  0.556  0.17
C  0.862  -1.755  1.127  -0.05
O  1.866  -2.104  1.538  0.07
H  -0.906  -2.226  0.229  0.00
H  -0.888  -0.461  1.122  0.03
Ir  -0.016  -0.200  -1.200  2.92
O  -0.883  1.242  -0.775  0.71
C  -0.667  2.615  -0.693  0.05
H  -0.730  3.108  -1.681  0.03
H  -1.442  3.076  -0.054  0.03
H  0.320  2.854  -0.255  0.04

orbital gap (spin up / spin down) = 8.58 / 8.26 eV
ΔE to the lowest compared entry with this formula, charge and spin = 0.00 kcal/mol
HOMO energy (spin up / spin down) = -19.492 / -21.633 eV
2S+1 = 5
<S²> = 6.013
charge = +2
lowest unoccupied orbital energy (spin up / spin down) = -10.9 / -13.4 eV


[3]
Below is CH2N2O3 as an isolated structure at a distorted geometry, with properties calculated with wB97M-V/def2-TZVPD.

Last column: Löwdin charge in e.
Positions of all 8 atoms, in Å:
C  -0.230  2.185  0.398  -0.38
N  0.327  1.223  -0.021  0.15
N  2.184  -0.015  1.401  0.10
O  -0.745  3.147  0.787  0.18
O  3.144  -1.478  0.866  -0.20
O  2.357  0.961  0.804  0.05
H  2.524  -2.178  1.115  0.00
H  -0.155  0.364  -0.152  0.10

orbital gap = 9.35 eV
ΔE to the lowest compared entry with this formula, charge and spin = 53.94 kcal/mol
HOMO energy = -10.315 eV
lowest unoccupied orbital energy = -1.0 eV